No. 1
# C29H57ClFN2OS2

The ion C29H57ClFN2OS2 with charge +1 at a distorted geometry (ωB97M-V/def2-TZVPD, the OMol25 dataset).

LUMO in eV: -2.72
HOMO-LUMO gap in eV: 7.6276
Strongest force on any atom in eV/A: 1.507
Molecular weight in g mol⁻¹: 568.37
Net charge: +1

Last column: Löwdin charge in e.
Positions of all 93 atoms, in Å:
C1 5.978 -2.796 0.557  -0.09
C2 4.678 -2.019 0.872  -0.26
C3 4.916 -0.517 0.735  -0.23
C4 3.696 0.308 1.155  -0.20
C5 3.540 1.607 0.323  -0.19
C6 2.087 1.944 0.003  -0.19
C7 1.320 2.621 1.146  -0.11
C8 0.718 1.658 2.171  -0.29
C9 -0.287 0.638 1.611  -0.01
N1 -1.733 0.964 1.939  0.00
C10 -2.588 0.190 0.991  -0.11
C11 -2.598 -1.326 1.286  -0.16
C12 -2.856 -2.157 0.026  -0.19
C13 -1.567 -2.712 -0.640  -0.17
N2 -1.388 -2.494 -2.075  -0.21
C14 -1.445 -1.102 -2.507  -0.19
C15 -0.160 -0.379 -2.118  -0.20
C16 1.003 -0.775 -3.051  -0.22
C17 1.875 -1.921 -2.501  -0.08
C18 -2.157 -3.362 -2.881  -1.06
S1 -3.764 -3.513 -2.847  0.78
S2 -1.223 -4.392 -4.048  0.86
C19 -1.353 -3.382 -5.565  -0.47
C20 -0.252 -3.746 -6.554  -0.31
C21 1.156 -3.654 -5.961  -0.13
C22 -1.840 2.452 1.888  -0.21
C23 -3.288 2.981 1.813  -0.58
Cl1 -3.422 4.639 2.471  0.77
C24 -3.785 3.026 0.348  -0.26
C25 -3.386 4.310 -0.409  -0.13
C26 -1.076 2.957 3.122  -0.28
C27 -1.832 2.677 4.420  -0.09
C28 -0.958 2.951 5.662  -0.37
C29 -0.227 1.750 6.207  -0.03
F1 -0.120 4.030 5.454  0.02
O1 0.207 2.342 3.288  -0.05
H1 6.357 -3.305 1.435  0.07
H2 5.786 -3.516 -0.233  0.07
H3 6.719 -2.106 0.171  0.07
H4 4.334 -2.221 1.886  0.10
H5 3.887 -2.348 0.202  0.09
H6 5.750 -0.263 1.386  0.12
H7 5.245 -0.296 -0.278  0.11
H8 2.792 -0.286 1.005  0.10
H9 3.796 0.592 2.198  0.11
H10 4.053 1.440 -0.620  0.10
H11 4.053 2.445 0.784  0.12
H12 2.103 2.655 -0.821  0.12
H13 1.608 1.049 -0.390  0.08
H14 2.044 3.205 1.707  0.13
H15 0.601 3.338 0.753  0.11
H16 1.555 1.074 2.534  0.14
H17 -0.164 0.520 0.545  0.10
H18 -0.056 -0.324 2.049  0.14
H19 -1.895 0.579 2.873  0.18
H20 -2.244 0.314 -0.030  0.11
H21 -3.623 0.504 1.002  0.13
H22 -1.732 -1.654 1.856  0.11
H23 -3.455 -1.484 1.937  0.12
H24 -3.503 -1.620 -0.657  0.08
H25 -3.441 -3.009 0.349  0.11
H26 -1.523 -3.779 -0.460  0.13
H27 -0.709 -2.290 -0.114  0.10
H28 -1.464 -1.118 -3.590  0.10
H29 -2.356 -0.573 -2.199  0.11
H30 0.166 -0.634 -1.114  0.06
H31 -0.292 0.696 -2.227  0.11
H32 0.626 -0.982 -4.046  0.09
H33 1.648 0.094 -3.162  0.10
H34 1.615 -2.113 -1.465  0.06
H35 2.923 -1.637 -2.532  0.07
H36 1.788 -2.837 -3.073  0.06
H37 -2.335 -3.494 -6.012  0.08
H38 -1.251 -2.326 -5.331  0.06
H39 -0.431 -4.760 -6.901  0.11
H40 -0.293 -3.075 -7.405  0.11
H41 1.289 -2.669 -5.523  0.06
H42 1.863 -3.805 -6.769  0.08
H43 1.306 -4.430 -5.224  0.05
H44 -1.370 2.761 0.962  0.15
H45 -3.920 2.323 2.400  0.11
H46 -3.353 2.219 -0.233  0.09
H47 -4.867 2.993 0.328  0.12
H48 -2.367 4.620 -0.200  0.07
H49 -3.403 4.047 -1.466  0.08
H50 -4.107 5.104 -0.286  0.07
H51 -0.916 4.025 3.064  0.14
H52 -2.712 3.301 4.519  0.09
H53 -2.152 1.635 4.505  0.12
H54 -1.663 3.248 6.440  0.14
H55 -0.924 0.940 6.395  0.08
H56 0.579 1.413 5.566  0.08
H57 0.165 2.021 7.182  0.09


No. 2
# C29H58B7F28N9O

A cluster of 12 separate species, C29H58B7F28N9O in total at a distorted geometry (ωB97M-V/def2-TZVPD, the OMol25 dataset).

LUMO in eV: 2.32
HOMO-LUMO gap in eV: 7.4849
Strongest force on any atom in eV/A: 3.518
Molecular weight in g mol⁻¹: 1156.47
Net charge: -2

Last column: Löwdin charge in e.
Positions of all 132 atoms, in Å:
C1 1.903 -0.240 1.825  -0.04
C2 2.137 0.767 0.685  -0.11
N1 0.902 0.968 -0.092  0.00
C3 0.771 0.761 -1.420  0.00
C4 -0.475 1.188 -1.766  -0.04
N2 -1.002 1.816 -0.670  -0.05
C5 -0.235 1.449 0.407  0.03
C6 -2.273 2.514 -0.638  0.01
H1 2.731 -0.330 2.523  0.07
H2 1.678 -1.165 1.295  0.05
H3 1.085 0.051 2.484  0.07
H4 2.981 0.521 0.049  0.11
H5 2.273 1.702 1.230  0.10
H6 1.552 0.315 -2.014  0.12
H7 -0.903 1.192 -2.759  0.10
H8 -0.480 1.721 1.422  0.15
H9 -2.599 2.590 -1.679  0.10
H10 -2.187 3.577 -0.415  0.11
H11 -3.099 2.067 -0.087  0.08
C7 4.158 1.906 4.133  -0.03
C8 3.214 1.745 5.343  -0.11
N3 3.987 1.229 6.524  -0.02
C9 4.764 0.136 6.507  -0.01
C10 5.352 0.003 7.736  0.01
N4 5.058 1.156 8.459  -0.11
C11 4.193 1.864 7.685  -0.01
C12 5.801 1.601 9.628  -0.01
H12 5.117 2.397 4.297  0.08
H13 3.598 2.348 3.311  0.08
H14 4.443 0.904 3.804  0.08
H15 2.511 0.950 5.103  0.11
H16 2.728 2.658 5.677  0.12
H17 4.776 -0.550 5.670  0.12
H18 5.994 -0.757 8.145  0.13
H19 3.798 2.859 7.811  0.16
H20 5.278 1.228 10.504  0.09
H21 5.876 2.686 9.560  0.09
H22 6.837 1.286 9.527  0.10
C13 1.283 -3.581 -0.401  -0.05
C14 0.604 -3.951 -1.722  -0.17
N5 -0.600 -3.234 -2.033  -0.01
C15 -1.369 -3.432 -3.168  -0.06
C16 -2.298 -2.457 -3.303  0.01
N6 -2.288 -1.791 -2.091  -0.06
C17 -1.271 -2.267 -1.368  0.03
C18 -3.262 -0.845 -1.594  0.03
H23 2.219 -4.117 -0.241  0.10
H24 0.689 -3.758 0.496  0.09
H25 1.630 -2.546 -0.406  0.06
H26 0.453 -5.031 -1.756  0.12
H27 1.346 -3.727 -2.494  0.13
H28 -1.107 -4.276 -3.786  0.13
H29 -3.073 -2.225 -4.013  0.14
H30 -0.968 -1.839 -0.420  0.16
H31 -3.200 -0.790 -0.506  0.09
H32 -4.277 -1.106 -1.874  0.10
H33 -2.908 0.117 -1.967  0.07
C19 -5.309 1.735 3.830  -0.05
C20 -4.843 0.832 2.712  -0.14
N7 -5.982 0.628 1.775  -0.02
C21 -6.598 1.563 0.987  0.03
C22 -7.573 0.905 0.270  0.01
N8 -7.583 -0.418 0.691  -0.10
C23 -6.602 -0.541 1.583  -0.03
C24 -8.450 -1.468 0.139  0.02
H34 -5.804 2.626 3.445  0.08
H35 -4.382 2.121 4.259  0.09
H36 -5.928 1.196 4.544  0.08
H37 -4.500 -0.158 3.005  0.11
H38 -3.991 1.252 2.185  0.12
H39 -6.284 2.596 0.908  0.12
H40 -8.347 1.210 -0.412  0.13
H41 -6.250 -1.448 2.048  0.17
H42 -7.822 -2.269 -0.245  0.10
H43 -8.946 -1.039 -0.728  0.09
H44 -9.112 -1.766 0.946  0.10
C25 -0.416 -2.649 -6.486  0.01
N9 0.811 -2.104 -7.158  -0.35
C26 1.844 -3.202 -7.136  0.01
C27 0.525 -1.738 -8.570  -0.01
C28 1.314 -0.831 -6.478  -0.05
C29 1.717 -1.142 -5.036  -0.25
O1 2.856 -1.928 -4.880  -0.07
H45 -1.256 -1.964 -6.608  0.10
H46 -0.227 -2.958 -5.467  0.07
H47 -0.748 -3.524 -7.050  0.10
H48 2.774 -2.758 -7.484  0.11
H49 1.466 -4.017 -7.748  0.10
H50 2.024 -3.513 -6.111  0.10
H51 1.468 -1.467 -9.038  0.11
H52 -0.210 -0.939 -8.630  0.12
H53 0.107 -2.592 -9.105  0.10
H54 0.543 -0.063 -6.509  0.13
H55 2.244 -0.562 -6.976  0.15
H56 0.924 -1.507 -4.370  0.12
H57 1.920 -0.167 -4.576  0.13
H58 3.451 -1.466 -4.260  0.06
B1 3.104 -2.417 4.765  -1.26
F1 4.467 -2.212 4.613  0.11
F2 2.496 -1.345 5.498  0.06
F3 2.478 -2.525 3.509  0.10
F4 2.856 -3.553 5.542  0.09
B2 -5.478 4.845 -0.955  -1.26
F5 -6.495 5.763 -1.185  0.09
F6 -5.937 3.634 -1.570  0.04
F7 -4.258 5.225 -1.477  0.13
F8 -5.452 4.626 0.460  0.04
B3 -2.219 -1.536 2.232  -1.31
F9 -3.019 -2.403 1.421  0.05
F10 -2.571 -1.838 3.560  0.10
F11 -0.879 -1.714 1.985  0.14
F12 -2.444 -0.219 1.867  0.11
B4 4.374 -0.388 -2.428  -1.25
F13 3.251 -1.065 -1.872  0.07
F14 4.728 0.717 -1.691  0.17
F15 5.403 -1.327 -2.608  0.11
F16 4.002 0.102 -3.711  0.08
B5 0.940 3.764 2.850  -1.29
F17 1.264 4.687 3.830  0.11
F18 1.874 3.888 1.781  0.08
F19 0.954 2.462 3.346  0.11
F20 -0.363 3.972 2.334  0.07
B6 6.744 2.048 0.978  -1.26
F21 6.924 3.142 0.115  0.07
F22 7.679 1.064 0.619  0.08
F23 7.095 2.543 2.281  0.02
F24 5.416 1.639 0.933  0.11
B7 -1.927 1.158 -5.267  -1.26
F25 -0.571 1.032 -4.908  0.10
F26 -2.330 0.027 -6.052  0.04
F27 -2.712 1.236 -4.110  0.11
F28 -2.065 2.244 -6.113  0.12